(1)
ORCA calculation (the ωB97M-V functional and the def2-TZVPD basis) on 3 unconnected molecules or ions with the total composition C6H14N2O2 at a distorted geometry.

Geometry as XYZ:
```
24
C6H14N2O2, DFT the ωB97M-V functional and the def2-TZVPD basis
C -0.6262 0.5240 -2.1948
C -0.8207 1.2711 -0.8787
C -0.9015 0.2839 0.2878
C -0.3286 -0.9737 0.4625
N -0.5401 -1.3858 1.7652
C -1.0599 -0.3473 2.4607
C -1.3465 0.6644 1.5918
N -1.5043 -0.6273 -2.5465
H -0.7917 1.2497 -3.0037
H 0.3690 0.0946 -2.3533
H -1.8435 1.6606 -0.9030
H -0.0112 1.9764 -0.7190
H 0.2153 -1.5888 -0.2301
H -0.0687 -2.1679 2.1834
H -1.2776 -0.4448 3.5121
H -1.8596 1.5864 1.8207
H -1.5113 -1.2509 -1.7407
H -2.4512 -0.2604 -2.6339
H 3.0337 -1.0849 0.9545
H 3.4069 -1.3459 -0.5337
O 3.1414 -1.7695 0.2873
H 1.4749 1.2215 0.6867
H 2.9282 1.7518 0.8423
O 2.3732 0.9629 0.8824
```

HOMO-LUMO gap: 0.3285 Ha
HOMO: -8.359 eV
DFT total energy: -13523.8865 eV
SMILES: NCCc1cc[nH]c1.O.O
Largest force on an atom: 3.0 eV/A

(2)
ORCA calculation (the ωB97M-V functional and the def2-TZVPD basis) on 2 unconnected molecules or ions with the total composition C6H14N2O2 at a distorted geometry.

Geometry as XYZ:
```
24
C6H14N2O2, DFT the ωB97M-V functional and the def2-TZVPD basis
C 0.8308 1.5763 -2.2283
C 2.6510 -0.4743 0.3302
C 2.0354 -0.1049 -1.0616
O 2.0889 -0.7957 -2.0784
N 1.3622 1.2070 -0.9797
H 0.8485 1.5074 -0.1396
H 0.2867 2.5492 -2.0026
H 2.5157 0.1158 1.1546
H 1.6947 1.6159 -3.0309
H 0.2228 0.7185 -2.5762
H 2.4112 -1.5286 0.6907
H 3.8003 -0.4393 0.3747
C -2.6414 0.6599 -0.3471
C -0.8682 -1.6397 2.2104
C -1.6843 0.0848 0.7040
O -0.7690 0.8497 0.9415
N -1.8724 -1.1312 1.2334
H -2.2954 0.3123 -1.4354
H -2.7444 -1.6131 1.5938
H 0.0894 -1.7887 1.7252
H -3.6156 0.3332 -0.6275
H -2.7617 1.6728 -0.1327
H -0.6508 -0.9831 3.1982
H -0.9342 -2.7042 2.4834
```

HOMO-LUMO gap: 0.3515 Ha
HOMO: -8.926 eV
DFT total energy: -13522.3813 eV
SMILES: CNC(C)=O.CNC(C)=O
Largest force on an atom: 4.7 eV/A